Molecular formula: C6H9N3O2S
Method: DFT, ωB97M-V/def2-TZVPD

CARTESIAN COORDINATES (ANGSTROEM)
C  0.3319  1.7857  -2.3448
C  -0.4723  1.9907  -1.2397
C  0.0209  0.9370  -0.2673
C  0.7032  -1.4664  0.7486
C  1.5488  -0.9340  -0.4209
C  0.2671  -0.3765  1.6726
N  1.0446  0.6368  -2.2154
N  0.9124  0.2599  -0.9661
N  -2.9915  2.0161  -0.7525
O  -1.9922  3.8874  -2.1070
O  -0.4082  0.6529  0.9940
S  -1.7382  3.2021  -0.8466
H  0.4464  2.4974  -3.2269
H  -0.0787  -2.0744  0.2429
H  1.2195  -2.1950  1.3452
H  2.5316  -0.6810  -0.1254
H  1.4981  -1.5438  -1.2710
H  -0.2954  -0.8906  2.4495
H  1.2534  0.0487  2.2715
H  -3.8399  2.5586  -0.6799
H  -2.9745  1.4513  0.0122

Its relative energy (zero: lowest compared OMol25 entry of this formula, charge and spin) is 341.9 kJ/mol. The calculation puts the HOMO-LUMO gap at 8.90 eV.


Molecular formula: C36H49HfN5P2Si
Method: DFT, ωB97M-V/def2-TZVPD

CARTESIAN COORDINATES (ANGSTROEM)
Hf  -2.1452  -0.6965  -0.9225
C  1.3318  -3.8921  0.7278
C  1.2151  -3.3940  -0.4989
C  -0.1319  -3.0420  -1.1530
C  -1.2767  -3.8289  -0.4789
C  -2.1083  -3.2346  0.6141
C  -1.6650  -2.9695  1.8812
C  -0.5562  -3.6799  2.5272
C  0.3786  -4.5714  1.6926
C  -2.5338  1.0468  -2.0987
H  2.3759  -3.9137  1.1349
H  2.0799  -3.0290  -1.0700
H  -0.0391  -3.2364  -2.2560
H  -0.3623  -1.9067  -1.1726
H  -1.9934  -4.0577  -1.3120
H  -0.9371  -4.8134  -0.1601
H  -3.1950  -3.3813  0.3833
H  -2.2519  -2.2669  2.4832
H  -0.9858  -4.3197  3.3121
H  0.0600  -2.9440  3.0467
H  1.0534  -5.0186  2.4415
H  -0.1213  -5.4421  1.2577
H  -2.0014  1.9304  -1.7437
H  -3.6090  1.2298  -2.1055
H  -2.2058  0.8344  -3.1217
P  -4.7494  -2.7190  -1.3173
P  -1.8663  -5.1732  -2.9749
N  -5.9825  -3.1981  0.0588
N  -6.3275  -2.7168  -2.4699
N  -2.0460  -6.6160  -1.9269
N  -1.6735  -6.1094  -4.5018
C  -4.3981  -4.4685  -1.7408
C  -3.6383  -4.6645  -3.0899
C  -6.4830  -2.2283  0.9249
C  -7.5646  -2.7509  1.6307
C  -7.7695  -4.0823  1.1712
C  -6.7714  -4.3404  0.2217
C  -6.5500  -1.6788  -3.3600
C  -7.7438  -1.9261  -4.0684
C  -8.2773  -3.1582  -3.5769
C  -7.3659  -3.6374  -2.6295
C  -0.9603  -7.1410  -1.1932
C  -1.4291  -8.1839  -0.3799
C  -2.8402  -8.3018  -0.6072
C  -3.1869  -7.3376  -1.5405
C  -1.4967  -7.4823  -4.7467
C  -1.2839  -7.6774  -6.1099
C  -1.2970  -6.3800  -6.7212
C  -1.5419  -5.4520  -5.7343
H  -5.3188  -5.0709  -1.8001
H  -3.8574  -4.9017  -0.8889
H  -4.1840  -5.3747  -3.7446
H  -3.5951  -3.7032  -3.6360
H  -6.0129  -1.2593  0.9699
H  -8.1519  -2.2436  2.3862
H  -8.5548  -4.7690  1.4464
H  -6.5971  -5.2671  -0.3122
H  -5.8550  -0.8671  -3.4212
H  -8.1554  -1.3182  -4.8405
H  -9.2015  -3.6347  -3.8604
H  -7.4310  -4.5569  -2.0700
H  0.0391  -6.7723  -1.3571
H  -0.8401  -8.7645  0.2930
H  -3.5060  -9.0367  -0.1526
H  -4.1439  -7.0921  -1.9617
H  -1.5417  -8.2010  -3.9447
H  -1.1370  -8.6245  -6.5997
H  -1.1282  -6.1761  -7.7716
H  -1.6237  -4.3725  -5.7797
C  -2.2969  1.0415  1.7858
Si  -0.4882  0.7847  1.4891
C  0.3392  2.4515  1.5201
C  0.2942  -0.2578  2.8147
N  -0.3076  0.0939  -0.1684
C  0.9808  0.2208  -0.7774
C  1.0175  0.0810  -2.1634
C  2.2152  -0.2062  -2.8286
C  3.4093  -0.2180  -2.1042
C  3.4077  0.0193  -0.7231
C  2.1953  0.2503  -0.0527
H  -2.2857  2.0145  2.3072
H  -2.7123  0.3005  2.4814
H  -2.9563  1.1671  0.9072
H  -0.1636  3.0801  2.2704
H  1.4031  2.3899  1.7876
H  0.2563  2.9412  0.5420
H  -0.2457  -1.2005  2.9240
H  1.3471  -0.4993  2.6249
H  0.2533  0.2726  3.7804
H  0.0928  0.1950  -2.7318
H  2.1942  -0.3727  -3.9061
H  4.3539  -0.4058  -2.6244
H  4.3597  0.0494  -0.1773
H  2.2043  0.4354  1.0192

The total charge is +2. Its relative energy (zero: lowest compared OMol25 entry of this formula, charge and spin) is 175.8 kJ/mol. The calculation puts the HOMO-LUMO gap at 3.59 eV.


Molecular formula: C10H20F3N
Method: DFT, ωB97M-V/def2-TZVPD

CARTESIAN COORDINATES (ANGSTROEM)
C  -5.7388  -1.5123  0.0650
C  -5.1136  -0.0252  0.2524
C  -4.0963  0.1542  -0.8964
C  -3.0692  1.4013  -0.8055
C  -2.3283  1.4330  0.6785
C  -1.5129  0.1277  1.0442
C  -0.4463  0.1290  -0.0568
C  0.8037  -0.7969  0.4579
C  2.7182  -0.0023  -0.8758
C  3.9788  0.0368  -0.0037
H  -6.6785  -1.6179  0.7575
H  -5.0380  -2.3659  0.7037
H  -6.0731  -1.7689  -1.0949
H  -4.6568  0.1195  1.3299
H  -6.0928  0.6217  -0.0834
H  -3.4043  -0.6968  -1.3117
H  -4.7200  0.4267  -1.7918
H  -2.5316  1.2721  -1.7750
H  -3.4540  2.4906  -0.6222
H  -3.1715  1.6147  1.4589
H  -1.6354  2.3976  0.6466
H  -2.2581  -0.8795  1.2844
H  -1.0173  0.3373  2.0195
H  -0.1269  1.2352  -0.1620
H  -0.5597  -0.0959  -1.1202
H  0.2353  -1.6527  0.9708
H  1.2204  -0.2226  1.3147
H  1.5498  -1.4989  -1.5997
H  2.4822  1.0877  -0.5813
H  3.1436  0.1834  -1.8683
N  1.7911  -1.0287  -0.5697
F  3.5572  -0.2187  1.1471
F  4.7659  1.2437  -0.0122
F  4.9076  -0.9649  -0.4289

Its SMILES is CCCCCCCCNCC(F)(F)F. Its relative energy (zero: lowest compared OMol25 entry of this formula, charge and spin) is 0.0 kJ/mol. The calculation puts the HOMO-LUMO gap at 9.71 eV.


Molecular formula: C5H8N2
Method: DFT, ωB97M-V/def2-TZVPD

CARTESIAN COORDINATES (ANGSTROEM)
C  -2.5394  -0.1961  -0.3018
N  -1.1659  0.1223  -0.0336
C  -0.0711  -0.6345  -0.2640
C  1.0311  0.0947  0.0994
C  2.4503  -0.3263  0.0582
C  0.4654  1.3077  0.5139
N  -0.8524  1.3250  0.4394
H  -2.8248  0.1273  -1.3062
H  -3.1567  0.3194  0.4353
H  -2.6779  -1.2741  -0.2091
H  -0.1428  -1.6277  -0.6720
H  3.0390  0.0352  -0.7811
H  2.6284  -1.3969  0.0122
H  3.0628  -0.0358  0.9070
H  0.7541  2.1598  1.1025

Its SMILES is Cc1cnn(C)c1. Its relative energy (zero: lowest compared OMol25 entry of this formula, charge and spin) is 81.7 kJ/mol. The calculation puts the HOMO-LUMO gap at 9.92 eV.


Molecular formula: C21H31NO7S
Method: DFT, ωB97M-V/def2-TZVPD

CARTESIAN COORDINATES (ANGSTROEM)
C  -1.4388  -2.9794  3.0056
H  -0.8823  -2.0979  3.3420
O  -2.5176  -2.6267  2.1765
C  -2.2572  -1.9886  1.0033
C  -0.9920  -1.6569  0.5513
C  -0.8464  -1.0151  -0.6756
C  -1.9688  -0.7252  -1.4380
C  -3.2485  -1.0283  -0.9927
C  -3.4070  -1.6718  0.2446
O  -4.5725  -2.0272  0.8441
C  -5.7659  -2.1444  0.1018
H  -6.4742  -2.6184  0.7810
H  -6.1512  -1.1706  -0.2068
H  -5.6311  -2.7744  -0.7802
O  -4.3758  -0.7066  -1.7029
C  -4.2234  -0.1659  -2.9941
H  -3.6499  -0.8318  -3.6451
H  -3.7442  0.8176  -2.9671
H  -5.2352  -0.0615  -3.3834
H  -1.8064  -0.2394  -2.3854
C  0.4577  -0.5772  -1.2299
O  0.6293  -0.3498  -2.4134
N  1.4652  -0.4253  -0.3235
H  1.2548  -0.4686  0.6603
C  2.7077  0.1961  -0.6982
C  2.7106  1.7012  -0.4202
O  3.6853  2.3988  -0.4907
O  1.4901  2.1362  -0.0981
C  1.3472  3.5329  0.1317
H  2.2145  3.9055  0.6892
C  0.0734  3.9200  0.8816
O  0.1139  4.8759  1.6121
C  -1.1971  3.1142  0.6491
C  -1.0957  1.8511  1.5176
H  -0.2348  1.2578  1.2282
H  -1.0052  2.1216  2.5675
H  -1.9894  1.2449  1.3871
C  -1.3679  2.7363  -0.8234
H  -1.3973  3.6287  -1.4455
H  -2.3081  2.2027  -0.9438
H  -0.5680  2.0895  -1.1689
C  -2.3978  3.9457  1.1095
H  -3.3078  3.3560  1.0378
H  -2.2649  4.2651  2.1396
H  -2.5046  4.8343  0.4919
H  1.3270  4.0557  -0.8346
H  2.7865  0.0857  -1.7897
C  3.9071  -0.4679  -0.0169
C  4.1000  -1.8931  -0.5116
H  4.3979  -1.9156  -1.5598
H  3.1809  -2.4665  -0.3932
S  5.3521  -2.7972  0.4537
C  6.8628  -2.0034  -0.1620
H  6.8947  -0.9649  0.1533
H  7.6959  -2.5457  0.2722
H  6.8931  -2.0805  -1.2450
H  4.7903  0.1370  -0.2260
H  3.7502  -0.4787  1.0650
H  -0.1268  -1.9383  1.1287
H  -0.7548  -3.6757  2.5088
H  -1.8840  -3.4711  3.8688

Its SMILES is COc1cc(C(=O)N[C@H](CCSC)C(=O)OCC(=O)C(C)(C)C)cc(OC)c1OC. Its relative energy (zero: lowest compared OMol25 entry of this formula, charge and spin) is 9.1 kJ/mol. The calculation puts the HOMO-LUMO gap at 8.71 eV.


Molecular formula: C4H4FN3O4
Method: DFT, ωB97M-V/def2-TZVPD

CARTESIAN COORDINATES (ANGSTROEM)
C  -2.7251  -0.1734  -0.2362
C  0.3036  -0.3875  0.1339
C  -0.4018  0.5942  -0.7872
C  -1.8613  0.9143  -0.3205
N  -2.6125  -1.5134  -0.4090
N  -2.2053  2.2105  0.0607
N  -4.6664  -1.3904  0.3523
O  -3.3998  2.3312  0.2659
O  -1.3522  3.0606  0.0549
O  -4.1084  -0.1444  0.2349
O  -3.6455  -2.1609  -0.0717
F  -0.4296  0.1278  -2.0593
H  -0.5069  -1.0348  0.5305
H  1.1366  -0.7815  -0.4151
H  0.6946  0.0280  1.0605
H  0.2006  1.5583  -0.7741

Its relative energy (zero: lowest compared OMol25 entry of this formula, charge and spin) is 43.9 kJ/mol. The calculation puts the HOMO-LUMO gap (spin up / spin down) at 6.95 / 8.10 eV.


Molecular formula: C4H14N2O2
Method: DFT, ωB97M-V/def2-TZVPD

CARTESIAN COORDINATES (ANGSTROEM)
N  -1.8317  -1.7952  0.2237
C  -0.6706  -1.1033  -0.3303
C  0.3166  -0.6395  0.7380
C  0.5726  -1.6264  1.8676
O  1.9156  -2.1836  1.7632
C  -1.2612  0.1593  -1.0152
N  -1.9812  -0.0859  -2.2510
H  -1.6099  -2.6370  0.7340
H  -2.4988  -1.9394  -0.5174
H  -0.1567  -1.6605  -1.1231
H  0.0254  0.3576  1.0929
H  1.2445  -0.4490  0.1952
H  -0.1042  -2.4696  1.9758
H  0.6254  -1.1325  2.8391
H  1.9375  -2.7462  0.9725
H  -0.4492  0.8889  -1.1004
H  -1.9500  0.5367  -0.2774
H  -2.9176  0.2714  -2.2743
H  -1.8613  -1.0248  -2.6134
H  3.1725  6.6461  -0.9773
H  3.5910  6.3127  0.4957
O  3.8910  6.3202  -0.4177

Its SMILES is NC[C@H](N)CCO.O. Its relative energy (zero: lowest compared OMol25 entry of this formula, charge and spin) is 124.0 kJ/mol. The calculation puts the HOMO-LUMO gap at 9.87 eV.


Molecular formula: C21H39AsN4O3RuSe2
Method: DFT, ωB97M-V/def2-TZVPD

CARTESIAN COORDINATES (ANGSTROEM)
Ru  -0.4507  1.2364  0.5994
O  -4.6003  -0.9557  -1.8140
C  -5.1083  -1.1224  -0.5038
C  -4.0805  -0.5466  0.4927
C  -4.6589  -0.7735  1.8884
O  -3.7543  -0.2557  2.8487
C  -3.9497  0.9469  0.1491
Se  -2.6749  1.9914  1.1923
C  -2.7814  -1.3307  0.2700
Se  -1.2210  -0.8781  1.3504
H  -5.2469  -1.2756  -2.4509
H  -5.2709  -2.1820  -0.2771
H  -6.0618  -0.5972  -0.3797
H  -4.8111  -1.8471  2.0436
H  -5.6334  -0.2791  1.9604
H  -4.1262  -0.3553  3.7326
H  -4.9124  1.4358  0.2975
H  -3.6626  1.0532  -0.8950
H  -2.4748  -1.2352  -0.7715
H  -2.9704  -2.3870  0.4690
C  0.8417  6.7432  -0.2065
N  0.7648  5.4011  0.3471
C  1.2241  5.0208  1.6747
C  0.9441  3.5310  1.6675
O  1.1306  2.7246  2.5616
N  0.4159  3.1890  0.4450
C  0.3342  4.3179  -0.2915
N  -0.1372  4.3203  -1.5304
H  1.0352  7.4392  0.6049
H  -0.1079  7.0227  -0.6635
H  1.6469  6.8265  -0.9379
H  0.6616  5.5226  2.4639
H  2.2878  5.2208  1.8172
H  -0.3912  3.4432  -1.9537
H  -0.1528  5.1529  -2.0937
C  0.4144  -5.0040  0.8075
As  0.9731  -3.5250  -0.3444
C  -0.4681  -3.6651  -1.6626
C  2.3510  -4.4598  -1.3756
H  0.2191  -5.8960  0.2131
H  -0.4923  -4.7249  1.3436
H  1.1894  -5.2261  1.5400
H  -0.5979  -4.7058  -1.9582
H  -0.2251  -3.0706  -2.5422
H  -1.4041  -3.3000  -1.2418
H  3.2092  -4.6869  -0.7433
H  2.6807  -3.8304  -2.2019
H  1.9532  -5.3924  -1.7749
C  4.1483  -1.4563  0.9241
N  3.4001  -0.3146  1.5238
C  2.1940  -0.7944  2.2568
C  3.0731  0.7719  0.5107
C  2.2776  0.3029  -0.6780
C  2.9712  -0.0945  -1.8240
C  2.3051  -0.4633  -2.9829
C  0.9186  -0.4492  -3.0038
C  0.2279  -0.0970  -1.8545
C  0.8785  0.3209  -0.6970
H  4.4350  -2.1356  1.7231
H  5.0330  -1.0760  0.4196
H  3.4880  -1.9589  0.2215
H  4.0131  0.1261  2.2104
H  1.5819  -1.3577  1.5555
H  1.6658  0.0721  2.6527
H  2.5202  -1.4406  3.0689
H  4.0332  1.1716  0.1865
H  2.5433  1.5337  1.0811
H  4.0561  -0.0886  -1.8225
H  2.8664  -0.7460  -3.8627
H  0.3807  -0.7302  -3.8999
H  -0.8609  -0.1275  -1.8759

As for the expectation value of S²: 6.02. The total charge is +2. Its spin multiplicity is 5. The calculation puts the HOMO-LUMO gap (spin up / spin down) at 8.34 / 5.94 eV.


Molecular formula: CH3NOS2
Method: DFT, ωB97M-V/def2-TZVPD

CARTESIAN COORDINATES (ANGSTROEM)
C  -1.5489  -0.3103  -2.4989
N  0.4761  0.5003  0.6066
O  -1.1566  -0.9707  -3.4090
S  -0.6440  1.1160  -2.0856
S  -0.9997  1.0095  0.2109
H  -2.2748  -0.7261  -1.7577
H  1.2355  0.9735  1.2194
H  0.6927  -0.4969  0.6740

Its SMILES is NSSC=O. Its relative energy (zero: lowest compared OMol25 entry of this formula, charge and spin) is 51.5 kJ/mol. The calculation puts the HOMO-LUMO gap at 8.99 eV.


Molecular formula: C27H25FN2O4
Method: DFT, ωB97M-V/def2-TZVPD

CARTESIAN COORDINATES (ANGSTROEM)
O  1.7144  -0.1161  2.1102
C  1.1301  -0.3287  3.1416
O  0.6520  -1.5305  3.4799
C  0.9356  -2.6087  2.5896
C  0.1416  -2.5706  1.3109
C  -1.2057  -2.2368  1.3240
C  -1.9391  -2.2470  0.1509
C  -1.3311  -2.5901  -1.0446
C  0.0144  -2.9169  -1.0658
C  0.7480  -2.9101  0.1084
H  1.7944  -3.1820  0.0965
H  0.4928  -3.1826  -1.9981
H  -1.9035  -2.6105  -1.9597
H  -2.9849  -1.9856  0.1757
H  -1.6835  -1.9648  2.2527
H  0.6877  -3.5071  3.1635
H  2.0078  -2.6048  2.3613
C  0.8987  0.6708  4.2526
H  1.3880  0.2648  5.1405
H  1.3810  1.6100  3.9800
C  -0.5915  0.8859  4.5511
C  -1.2034  1.9734  3.6599
N  -0.8827  1.7778  2.2688
C  -1.6831  1.0958  1.4425
O  -2.7542  0.6159  1.7756
C  -1.1915  0.9395  0.0265
C  -2.1299  0.7343  -0.9152
C  -1.9409  0.5006  -2.3347
C  -2.9116  -0.2193  -3.0417
C  -2.8070  -0.4955  -4.3892
C  -1.7055  -0.0308  -5.0881
C  -0.7401  0.7121  -4.4296
C  -0.8557  0.9753  -3.0771
H  -0.1162  1.5984  -2.5988
H  0.1096  1.0954  -4.9742
H  -1.6104  -0.2392  -6.1424
H  -3.5846  -1.0645  -4.8746
F  -3.9908  -0.6869  -2.3804
H  -3.1518  0.6991  -0.5621
N  0.1750  0.8224  -0.2791
C  1.2428  1.5962  0.0515
O  1.1736  2.5925  0.7568
C  2.5190  1.1933  -0.5944
C  3.4797  2.1819  -0.7926
C  4.6886  1.8746  -1.3871
C  4.9561  0.5722  -1.7755
C  4.0134  -0.4202  -1.5600
C  2.7974  -0.1155  -0.9760
H  2.0885  -0.9059  -0.7807
H  4.2297  -1.4392  -1.8466
H  5.9019  0.3277  -2.2363
H  5.4253  2.6486  -1.5432
H  3.2569  3.1890  -0.4736
H  0.3529  0.1145  -0.9808
H  -0.0408  2.2143  1.8916
H  -0.8276  2.9549  3.9589
H  -2.2920  1.9537  3.7666
H  -1.1259  -0.0524  4.4015
H  -0.7191  1.1853  5.5923

Its SMILES is O=C(CCCNC(=O)/C(=C/c1ccccc1F)NC(=O)c1ccccc1)OCc1ccccc1. Its relative energy (zero: lowest compared OMol25 entry of this formula, charge and spin) is 0.0 kJ/mol. The calculation puts the HOMO-LUMO gap at 8.47 eV.


Molecular formula: C3H6N3O
Method: DFT, ωB97M-V/def2-TZVPD

CARTESIAN COORDINATES (ANGSTROEM)
C  1.5084  1.2054  -0.3648
C  1.0904  1.7371  0.7336
C  -0.2966  -0.5956  0.0238
N  -0.1174  1.2770  1.3691
N  -0.6736  0.2656  1.0199
N  -1.4449  -0.9495  -0.8711
O  0.3796  -1.7484  0.2568
H  2.1948  1.0347  -1.1524
H  1.4319  2.6099  1.2785
H  -1.1089  -1.6587  -1.5392
H  -1.7980  -0.1262  -1.3769
H  -2.2184  -1.3640  -0.3230
H  1.0527  -1.6872  0.9456

The total charge is +1. Its relative energy (zero: lowest compared OMol25 entry of this formula, charge and spin) is 522.8 kJ/mol. The calculation puts the HOMO-LUMO gap (spin up / spin down) at 8.04 / 7.79 eV.


Number 1: energy -25765.36167 eV, maximum force 4.29 eV/Å. Number 2: energy -73318.04389 eV, maximum force 8.10 eV/Å. Number 3: energy -20331.78592 eV, maximum force 4.99 eV/Å. Number 4: energy -8294.14991 eV, maximum force 1.67 eV/Å. Number 5: energy -48937.53318 eV, maximum force 0.92 eV/Å. Number 6: energy -19580.65636 eV, maximum force 4.19 eV/Å. Number 7: energy -11449.40528 eV, maximum force 1.90 eV/Å. Number 8: energy -228611.19707 eV, maximum force 0.49 eV/Å. Number 9: energy -26292.43531 eV, maximum force 4.20 eV/Å. Number 10: energy -42294.17088 eV, maximum force 0.89 eV/Å. Number 11: energy -9713.31207 eV, maximum force 3.13 eV/Å.